Entry w
Formula: C10H16O3
Source: the OMol25 dataset
Level of theory: ωB97M-V/def2-TZVPD

Geometry as XYZ:
```
29
Properties=species:S:1:pos:R:3
H -2.121 -2.548 0.987
H -2.410 0.330 1.384
H 1.105 -1.252 -1.528
C 1.301 0.953 1.026
H 1.508 1.969 0.581
H 1.871 -1.077 0.751
H 3.408 -0.915 -1.054
H -0.470 -1.276 0.750
C -3.373 1.909 -0.188
H -1.550 0.025 -2.383
H -3.859 -1.437 -0.726
H -3.906 -0.474 1.810
C -3.041 -1.241 0.048
H 0.131 0.821 1.227
C 1.771 -0.242 0.134
C -1.795 -0.977 -0.762
C -0.540 -1.041 -0.299
O -4.030 0.960 0.408
C 3.030 0.104 -0.619
O -2.986 -2.518 0.780
C 0.659 -0.458 -0.921
H 0.502 0.390 -1.549
H 3.902 0.502 0.045
H 1.742 0.924 1.952
H 2.922 0.813 -1.399
H -2.153 3.382 -1.356
C -2.661 2.571 -0.837
O -2.177 -0.496 -2.031
C -3.333 -0.116 1.033
```

* SMILES: C#COC[C@H](O)/C(O)=C/CC(C)C
* gap between HOMO and LUMO: 9.83 eV
* HOMO energy: -9.06 eV
* net charge: 0
* LUMO: 0.8 eV



Entry x
Formula: C10H16O3
Source: the OMol25 dataset
Level of theory: ωB97M-V/def2-TZVPD

Geometry as XYZ:
```
29
Properties=species:S:1:pos:R:3
C 1.527 -3.518 1.436
H 1.333 -5.691 1.032
C 1.023 -4.934 1.761
O 2.152 -4.362 2.388
H -1.135 0.563 -1.036
H 1.587 1.490 -0.157
H 0.935 -1.355 -0.808
H 2.216 -3.256 0.514
C 0.536 -2.432 1.860
C -0.578 2.626 -1.604
H 0.106 3.288 -1.204
H -0.281 -2.712 1.162
C 0.978 0.744 -0.696
H 0.397 -2.382 2.946
C 0.947 -0.956 1.516
H 1.300 0.569 -1.701
O -2.801 3.412 -0.650
H -2.522 2.310 -2.335
H -0.183 2.399 -2.588
C 1.094 -0.616 -0.034
H -3.642 4.866 -2.032
C -0.522 1.384 -0.675
H -0.763 1.573 0.374
C -2.656 4.491 -1.607
H 0.054 -5.007 2.305
O 2.181 -0.809 0.776
H 0.702 -0.076 2.150
C -2.015 3.009 -1.733
H -1.971 5.383 -1.357
```

* SMILES: C(C[C@@H]1CO1)C[C@H]1O[C@@H]1C[C@@H]1CO1
* gap between HOMO and LUMO: 10.70 eV
* HOMO energy: -9.75 eV
* net charge: 0
* LUMO: 1.0 eV



entry w comes first in stability; the runner-up is 16.6 kcal/mol higher.



Entry w
Formula: C10H21N2
Source: the OMol25 dataset
Level of theory: ωB97M-V/def2-TZVPD

Geometry as XYZ:
```
33
Properties=species:S:1:pos:R:3
H 3.540 -0.722 1.261
H -2.616 -0.379 -0.993
H -2.735 1.600 1.317
C -0.121 0.033 -0.808
H 2.048 2.282 0.142
H -1.280 3.069 -0.131
H 0.200 -2.406 -0.231
H -1.312 -0.390 2.424
H -3.314 1.605 -0.378
C 2.112 0.323 0.113
H -1.375 -2.578 -0.902
N -0.424 1.313 -0.944
H -3.047 -0.726 0.711
H 0.897 0.287 -2.695
N 2.576 1.514 0.269
C -0.913 -0.749 0.197
C 2.976 -0.780 0.417
H 0.122 -1.470 2.004
H 3.673 -0.872 -0.471
H 2.343 -1.626 0.594
C -0.795 -2.212 -0.030
H 0.062 -1.167 -2.716
C 0.577 -0.491 -2.072
H -0.595 1.964 0.953
C -1.144 2.029 0.053
H 3.515 1.817 0.753
H 0.139 0.402 1.710
H 1.297 -1.151 -1.664
H -1.035 -2.759 0.913
C -2.498 1.351 0.333
C -0.422 -0.589 1.657
C -2.360 -0.141 0.025
H -0.089 1.617 -1.810
```

* gap between HOMO and LUMO (spin up / spin down): 9.26 / 9.26 eV
* HOMO energy (spin up / spin down): -12.06 / -12.06 eV
* net charge: +1
* LUMO (spin up / spin down): -2.8 / -2.8 eV



Entry x
Formula: C10H21N2
Source: the OMol25 dataset
Level of theory: ωB97M-V/def2-TZVPD

Geometry as XYZ:
```
33
Properties=species:S:1:pos:R:3
C -2.429 0.787 -0.051
H 4.369 -1.473 1.148
H 4.156 -0.567 2.597
H -3.335 1.129 -0.442
C -0.041 -0.582 0.999
C 0.274 -1.668 -1.248
C -1.578 3.184 -0.847
H 4.038 0.174 0.730
H -1.948 3.704 -0.002
H -2.581 -1.295 -2.678
H -0.588 1.758 0.592
C 1.345 -0.066 1.474
H 1.217 0.300 2.491
H -0.098 1.045 -2.143
H -2.343 3.067 -1.624
H -3.241 -1.714 -1.211
H 0.425 -1.327 -2.362
H -0.848 -0.207 1.645
N -0.289 -0.505 -0.494
H 2.266 -1.892 0.552
N -2.462 -1.230 -1.669
H -0.638 3.769 -1.188
H -0.462 -2.490 -1.390
C -1.243 1.739 -0.299
H -0.188 -1.658 1.142
C 2.430 -1.176 1.454
C 3.882 -0.633 1.552
H -2.722 0.406 1.018
C -0.666 0.692 -1.236
H 1.317 -1.963 -0.785
C -1.892 -0.251 -0.969
H 2.227 -1.839 2.367
H 1.647 0.780 0.881
```

* SMILES: CCCC[N@+]1(C)[C@@H]2[C@@H](C)C[C@@]21N
* gap between HOMO and LUMO: 11.01 eV
* HOMO energy: -13.47 eV
* net charge: +1
* LUMO: -2.5 eV



entry w comes first in stability; the runner-up is 2.5 kcal/mol higher.



Entry w
Formula: C2H9NO3
Source: the OMol25 dataset
Level of theory: ωB97M-V/def2-TZVPD

Geometry as XYZ:
```
15
Properties=species:S:1:pos:R:3
H 2.142 1.678 -0.273
N 2.357 4.494 -0.239
H -4.075 -5.949 0.350
H 3.017 4.088 -0.876
O -3.468 -5.400 0.844
C 2.255 2.261 0.641
H -1.536 -6.404 -2.308
H 1.877 5.288 -0.625
H -2.690 -5.665 -1.643
H -3.022 -5.952 1.487
H 1.866 1.632 1.437
O 0.653 3.942 1.127
C 1.664 3.622 0.537
H 3.333 2.286 0.751
O -2.304 -5.860 -2.502
```

* SMILES: CC(N)=O.O.O
* gap between HOMO and LUMO: 10.48 eV
* HOMO energy: -9.81 eV
* net charge: 0
* LUMO: 0.7 eV



Entry x
Formula: C2H9NO3
Source: the OMol25 dataset
Level of theory: ωB97M-V/def2-TZVPD

Geometry as XYZ:
```
15
Properties=species:S:1:pos:R:3
H -3.406 1.902 0.773
O 2.286 -2.354 0.460
O -2.433 1.923 0.718
N 1.399 0.254 -0.598
C -0.641 -0.476 0.514
H 2.181 -1.414 0.277
H -0.350 1.469 -0.431
H 2.133 -2.617 -0.444
C -0.072 0.426 -0.561
H 1.842 0.964 -0.022
H -2.363 0.991 0.443
H 1.774 0.447 -1.524
O -1.690 -1.044 0.361
H -0.467 0.003 -1.484
H -0.192 -0.474 1.518
```

* SMILES: NCC=O.O.O
* gap between HOMO and LUMO: 10.66 eV
* HOMO energy: -10.11 eV
* net charge: 0
* LUMO: 0.6 eV



entry w comes first in stability; the runner-up is 26.6 kcal/mol higher.